# 1
C15H31F5HgOP2Te as an isolated structure. Source: the Open Molecules 2025 dataset; level of theory: ωB97M-V with the def2-TZVPD basis set.

Element x y z (Å)
P: 1.4682 -3.7217 -0.8196
P: 0.4406 3.4632 1.8439
C: 2.2925 2.4882 0.0533
C: 1.7522 2.2160 1.3665
H: 2.5151 3.5175 -0.2155
H: 2.8192 1.6745 -0.4397
H: 1.2599 1.2269 1.4375
H: 2.4927 2.2868 2.1827
C: 0.3229 4.7734 0.6371
H: -0.7398 4.9977 0.4944
H: 0.7576 4.4694 -0.3155
H: 0.8316 5.6693 1.0121
C: 1.0274 4.1933 3.3822
H: 1.3835 5.2078 3.1768
H: 1.8301 3.5860 3.8066
H: 0.1929 4.2162 4.0898
C: 0.4345 -4.9995 -1.6155
H: 1.0556 -5.9052 -1.6185
H: 0.1371 -4.7341 -2.6374
H: -0.4515 -5.1722 -0.9953
C: 2.5502 -3.4919 -2.2848
H: 3.2509 -2.6729 -2.0906
H: 1.9893 -3.2963 -3.2068
H: 3.1188 -4.4254 -2.3770
Hg: -1.9785 -0.1000 -0.6978
C: -0.7794 0.5728 -2.1555
C: -1.8494 -0.2157 -2.7067
C: -1.8609 -1.6616 -3.1848
C: -2.1484 -2.6369 -2.0041
C: -1.3939 -2.0930 -0.7805
C: 0.0177 -1.9710 -1.1074
C: 0.8785 -0.7891 -0.7982
C: 0.6830 0.2106 -1.9715
C: -2.8977 0.2444 1.1429
H: -0.9185 1.6514 -2.3142
H: -2.6019 0.3892 -3.2271
H: -0.9419 -1.9324 -3.7248
H: -2.6678 -1.7749 -3.9254
H: -3.2321 -2.6476 -1.8142
H: -1.8643 -3.6697 -2.2504
H: -1.6182 -2.6222 0.1610
H: 0.2214 -2.2671 -2.1426
H: 1.9429 -1.0686 -0.7425
H: 0.6337 -0.3208 0.1710
H: 1.2430 1.1229 -1.7336
H: 1.1156 -0.1956 -2.8989
H: -2.6111 1.2535 1.4614
H: -2.5238 -0.4944 1.8575
H: -3.9833 0.1533 1.0308
F: -2.4091 0.0048 4.8057
Te: -0.6293 0.7092 4.3024
F: -0.6495 2.0440 5.7615
F: 1.3002 1.1221 4.1042
F: -0.0015 -0.5232 5.5799
F: -0.3586 -0.7526 2.9610
O: -0.8482 2.6915 1.9744

Calculated values
LUMO energy (spin up / spin down)	-2.70 / -1.87	eV
gap between HOMO and LUMO (spin up / spin down)	5.025 / 5.853	eV
2S+1	1
HOMO (spin up / spin down)	-7.724 / -7.727	eV
energy relative to the best compared isomer or geometry (same formula, charge and spin)	27.3	kcal per mole

# 2
C14H40CuN7O3P2 as an isolated structure. Source: the Open Molecules 2025 dataset; level of theory: ωB97M-V with the def2-TZVPD basis set.

Element x y z (Å)
Cu: -1.1938 -0.5448 0.5026
N: -1.7805 1.8805 2.3222
C: -2.4128 1.1885 3.5103
C: -1.4196 0.2705 4.2176
C: -1.2026 -1.1097 3.5986
N: -0.3190 -1.0354 2.4125
C: -2.5342 -1.7772 3.2496
C: -3.5336 -0.9193 2.4722
N: -3.1772 -0.8428 1.0274
C: -3.6948 0.4703 3.0962
H: -0.8392 2.2198 2.5246
H: -2.3355 2.6824 2.0207
H: -1.6791 1.2519 1.5052
H: -2.6684 2.0015 4.1895
H: -1.8188 0.1178 5.2225
H: -0.4626 0.7823 4.3623
H: -0.7233 -1.7205 4.3686
H: -0.0189 -1.9753 2.1636
H: 0.5388 -0.5420 2.6449
H: -3.0128 -2.0683 4.1874
H: -2.3496 -2.7095 2.7088
H: -4.5094 -1.4042 2.5542
H: -3.8634 -0.2639 0.5493
H: -3.3097 -1.7693 0.6254
H: -4.2782 0.3450 4.0105
H: -4.3040 1.1121 2.4518
C: 2.9182 2.7558 -1.4316
N: 1.4642 2.7680 -1.2914
C: 0.8604 4.0943 -1.4285
P: 0.4686 1.4922 -1.2319
O: -0.4066 1.3946 -0.0140
O: 1.5326 0.2781 -1.2621
P: 1.2554 -1.3190 -1.1768
O: -0.2001 -1.5791 -0.9743
N: 1.7727 -2.0351 -2.5352
C: 0.8647 -2.3995 -3.6230
C: 3.1862 -1.9954 -2.9047
N: 2.2403 -1.7392 0.0595
C: 3.2767 -0.9081 0.6641
C: 2.4258 -3.1779 0.2757
N: -0.4494 1.4815 -2.5756
C: 0.1848 1.6477 -3.8833
C: -1.7839 0.8910 -2.6190
H: 3.3657 3.3943 -0.6689
H: 3.2065 3.1401 -2.4133
H: 3.3132 1.7519 -1.3222
H: 1.2745 4.7685 -0.6782
H: -0.2185 4.0423 -1.2918
H: 1.0610 4.5090 -2.4192
H: -0.1534 -2.4643 -3.2508
H: 1.1582 -3.3738 -4.0141
H: 0.9128 -1.6753 -4.4400
H: 3.8066 -1.8172 -2.0278
H: 3.3818 -1.2088 -3.6374
H: 3.4730 -2.9538 -3.3372
H: 3.0351 0.1458 0.5673
H: 4.2557 -1.0909 0.2111
H: 3.3538 -1.1528 1.7249
H: 1.5962 -3.7398 -0.1501
H: 2.4706 -3.3821 1.3465
H: 3.3550 -3.5309 -0.1792
H: 1.1350 2.1683 -3.7791
H: -0.4630 2.2420 -4.5274
H: 0.3639 0.6835 -4.3658
H: -2.2439 0.9493 -1.6355
H: -1.7532 -0.1540 -2.9369
H: -2.3947 1.4582 -3.3218

Calculated values
LUMO energy	-5.12	eV
gap between HOMO and LUMO	8.814	eV
2S+1	1
HOMO	-13.932	eV
energy relative to the best compared isomer or geometry (same formula, charge and spin)	1.7	kcal per mole
charge	+2

# 3
A 11-piece molecular cluster, H21O11 overall. Source: the Open Molecules 2025 dataset; level of theory: ωB97M-V with the def2-TZVPD basis set.

Element x y z (Å)
O: -3.1570 -3.1382 -1.5844
H: -2.5821 -3.2107 -2.2333
H: 2.4249 -1.7194 0.3631
O: 3.1213 -1.4712 0.9108
H: 0.5317 2.5587 1.8248
H: 0.2727 -1.7793 2.6077
O: 0.6827 1.1314 1.6325
H: 0.0908 3.9502 1.0320
H: -1.6134 -0.7124 2.0980
O: -1.1493 -1.7290 -0.3460
H: -0.9467 -1.3253 0.5956
H: -0.2609 -1.7077 -2.4891
O: 2.2375 3.0777 -0.3032
H: -0.3705 1.4955 -2.3702
H: -3.0116 -2.5054 -0.8342
O: -0.7670 -0.8343 2.0661
H: 0.3688 2.3609 -1.0232
H: 0.3803 -3.3161 2.5201
O: 0.9456 -2.6588 2.5091
H: 0.1211 0.2423 1.7969
O: 0.3884 3.4972 1.9188
H: 1.0617 0.9359 0.7718
H: -3.0328 0.5657 -2.3027
O: -2.4755 1.1536 -2.6393
H: -1.8325 1.4386 -2.1033
H: 2.8557 -0.9574 1.5713
O: -0.3505 2.3135 -1.6570
H: 2.4944 3.9623 0.1347
H: -0.7136 -0.9980 -0.9569
O: 0.4989 -1.1592 -2.1196
H: 2.7398 2.4110 0.2549
H: 1.0472 -1.8723 -1.6457

Calculated values
LUMO energy	2.72	eV
gap between HOMO and LUMO	9.147	eV
2S+1	1
HOMO	-6.426	eV
energy relative to the best compared isomer or geometry (same formula, charge and spin)	113.5	kcal per mole
charge	-1